# 1
Density functional theory data (wB97M-V/def2-TZVPD) for C33H52AsBaNP2 as an isolated structure.

As for the total charge: +2. Its spin multiplicity is 1.

CARTESIAN COORDINATES (ANGSTROEM)
Ba1 0.32 -0.03 -0.82
N1 0.00 1.44 1.64
C1 0.84 2.51 2.14
C2 1.03 2.66 3.51
C3 1.82 3.69 3.99
C4 2.40 4.60 3.11
C5 2.21 4.44 1.75
C6 1.45 3.39 1.24
P1 1.29 3.06 -0.53
C7 1.81 4.54 -1.42
C8 0.82 5.39 -1.92
C9 1.18 6.55 -2.59
C10 2.52 6.86 -2.77
C11 3.51 6.02 -2.28
C12 3.16 4.86 -1.61
C13 2.65 1.86 -0.81
C14 2.78 1.35 -2.12
C15 3.56 0.23 -2.37
C16 4.22 -0.42 -1.32
C17 4.10 0.08 -0.03
C18 3.31 1.20 0.23
H1 -0.23 0.83 2.42
H2 -0.89 1.85 1.35
H3 0.56 1.97 4.20
H4 1.96 3.80 5.06
H5 2.99 5.42 3.49
H6 2.67 5.15 1.06
H7 -0.22 5.14 -1.79
H8 0.41 7.21 -2.97
H9 2.80 7.77 -3.29
H10 4.55 6.26 -2.42
H11 3.93 4.20 -1.22
H12 2.28 1.84 -2.95
H13 3.67 -0.13 -3.38
H14 4.83 -1.28 -1.52
H15 4.63 -0.40 0.78
H16 3.23 1.57 1.24
C19 3.29 -3.94 -1.98
C20 3.09 -3.82 -0.48
As1 1.25 -3.32 0.00
C21 0.26 -4.94 -0.46
C22 0.83 -6.24 0.09
C23 1.37 -3.43 1.95
C24 1.85 -2.12 2.55
H17 4.32 -4.18 -2.22
H18 3.03 -3.01 -2.50
H19 2.67 -4.73 -2.41
H20 3.74 -3.06 -0.05
H21 3.32 -4.76 0.03
H22 0.20 -4.97 -1.55
H23 -0.76 -4.78 -0.10
H24 1.82 -6.45 -0.31
H25 0.19 -7.08 -0.18
H26 0.90 -6.22 1.18
H27 2.04 -4.24 2.22
H28 0.38 -3.69 2.33
H29 2.83 -1.83 2.16
H30 1.95 -2.18 3.64
H31 1.16 -1.29 2.34
C25 -3.68 -1.44 -2.89
C26 -4.05 -0.38 -1.84
C27 -5.57 -0.33 -1.62
P2 -2.94 -0.59 -0.38
C28 -3.51 0.53 0.98
C29 -4.81 0.23 1.72
C30 -3.50 1.97 0.45
C31 -3.05 -2.34 0.22
C32 -2.27 -2.45 1.53
C33 -4.43 -3.00 0.34
H32 -4.18 -1.22 -3.83
H33 -3.99 -2.44 -2.58
H34 -2.60 -1.47 -3.08
H35 -3.75 0.59 -2.24
H36 -5.94 -1.21 -1.10
H37 -6.07 -0.27 -2.58
H38 -5.86 0.55 -1.05
H39 -2.70 0.45 1.72
H40 -5.67 0.19 1.05
H41 -5.00 1.01 2.45
H42 -4.76 -0.72 2.26
H43 -4.33 2.14 -0.24
H44 -2.58 2.22 -0.09
H45 -3.60 2.68 1.27
H46 -2.49 -2.90 -0.54
H47 -2.79 -1.95 2.35
H48 -1.27 -2.01 1.46
H49 -2.15 -3.49 1.81
H50 -5.09 -2.46 1.02
H51 -4.31 -4.01 0.74
H52 -4.93 -3.09 -0.62

---

# 2
Density functional theory data (wB97M-V/def2-TZVPD) for C33H52AsF6N7O3 as an isolated structure.

As for the total charge: +6. Its spin multiplicity is 1.

CARTESIAN COORDINATES (ANGSTROEM)
C1 20.55 5.00 -13.26
C2 20.79 6.36 -13.81
O1 20.76 6.66 -14.96
N1 21.30 7.41 -12.82
H1 20.59 8.14 -12.86
H2 21.37 6.99 -11.89
C3 22.65 7.96 -13.31
H3 20.09 5.00 -12.28
H4 21.56 4.57 -13.16
H5 19.98 4.38 -13.95
H6 23.32 7.11 -13.37
H7 22.97 8.68 -12.56
H8 22.48 8.41 -14.27
C4 17.05 1.72 -10.75
C5 16.33 0.42 -10.59
O2 15.92 -0.02 -9.57
N2 16.09 -0.44 -11.84
H9 16.58 -0.07 -12.66
H10 16.53 -1.34 -11.64
C6 14.62 -0.65 -12.15
H11 18.11 1.49 -10.94
H12 17.06 2.22 -9.79
H13 16.65 2.41 -11.49
H14 14.26 0.19 -12.74
H15 14.07 -0.79 -11.23
H16 14.59 -1.52 -12.81
C7 20.93 7.65 -7.48
C8 21.09 6.63 -8.54
O3 21.21 6.83 -9.71
N3 21.13 5.19 -8.07
H17 20.32 4.98 -7.49
H18 21.07 4.64 -8.93
C9 22.38 4.84 -7.29
H19 20.28 8.45 -7.81
H20 21.92 8.02 -7.20
H21 20.57 7.22 -6.54
H22 23.24 4.72 -7.95
H23 22.17 3.96 -6.70
H24 22.56 5.61 -6.54
C10 21.00 4.50 -20.30
N4 20.02 5.23 -19.46
C11 18.80 4.67 -19.27
C12 17.89 5.29 -18.45
C13 18.23 6.44 -17.73
C14 19.44 7.04 -18.08
C15 20.33 6.42 -18.94
C16 17.39 7.10 -16.71
C17 16.67 6.38 -15.75
C18 15.99 7.02 -14.73
N5 15.97 8.37 -14.71
C19 16.56 9.09 -15.67
C20 17.37 8.49 -16.61
C21 15.02 9.05 -13.79
H25 21.99 4.86 -20.07
H26 20.79 4.69 -21.35
H27 20.96 3.43 -20.09
H28 18.59 3.69 -19.69
H29 16.94 4.81 -18.24
H30 19.79 7.92 -17.57
H31 21.30 6.84 -19.11
H32 16.71 5.30 -15.78
H33 15.46 6.55 -13.91
H34 16.54 10.17 -15.54
H35 17.86 9.17 -17.29
H36 15.58 9.74 -13.16
H37 14.57 8.31 -13.13
H38 14.32 9.63 -14.38
C22 13.09 0.58 -3.13
N6 13.32 1.69 -4.11
C23 13.41 1.47 -5.43
C24 13.39 2.52 -6.32
C25 13.42 3.82 -5.84
C26 13.45 4.04 -4.46
C27 13.28 2.95 -3.64
C28 13.59 5.00 -6.75
C29 14.41 6.07 -6.44
C30 14.45 7.17 -7.26
N7 13.70 7.24 -8.37
C31 12.89 6.23 -8.69
C32 12.82 5.10 -7.91
C33 13.77 8.45 -9.20
H39 12.08 0.68 -2.73
H40 13.81 0.69 -2.33
H41 13.22 -0.35 -3.66
H42 13.48 0.43 -5.74
H43 13.67 2.34 -7.35
H44 13.36 5.04 -4.06
H45 13.09 3.04 -2.58
H46 15.05 6.00 -5.57
H47 15.05 8.03 -6.98
H48 12.23 6.37 -9.54
H49 12.14 4.31 -8.22
H50 12.97 9.13 -8.94
H51 13.63 8.17 -10.24
H52 14.73 8.95 -9.09
As1 17.41 6.04 -10.47
F1 17.53 6.76 -8.90
F2 18.77 4.99 -10.10
F3 17.31 5.39 -12.08
F4 15.99 6.97 -10.86
F5 18.48 7.29 -11.01
F6 16.33 4.82 -9.88

---

# 3
Density functional theory data (wB97M-V/def2-TZVPD) for C33H52BCsN6Te4 as an isolated structure.

As for the total charge: -2. Its spin multiplicity is 1.

CARTESIAN COORDINATES (ANGSTROEM)
Cs1 1.97 0.50 -2.95
C1 2.10 -2.54 1.79
C2 3.44 -2.14 1.25
C3 4.08 -2.89 0.27
C4 5.28 -2.47 -0.30
C5 5.92 -3.28 -1.40
C6 5.86 -1.29 0.15
C7 5.26 -0.53 1.15
C8 5.93 0.72 1.65
C9 4.06 -0.96 1.69
H1 2.01 -2.31 2.85
H2 1.93 -3.61 1.65
H3 1.30 -2.01 1.28
H4 3.61 -3.80 -0.08
H5 6.25 -4.25 -1.04
H6 6.78 -2.76 -1.82
H7 5.21 -3.46 -2.22
H8 6.78 -0.94 -0.31
H9 5.20 1.44 2.02
H10 6.51 1.20 0.86
H11 6.62 0.49 2.47
H12 3.56 -0.36 2.44
C10 -4.11 -0.89 -0.11
C11 -3.55 0.16 -1.01
C12 -4.21 0.85 -2.00
C13 -3.25 1.76 -2.52
N1 -2.11 1.61 -1.88
N2 -2.29 0.64 -0.95
B1 -1.05 0.38 -0.07
N3 -1.16 -1.00 0.65
N4 -1.02 -2.09 -0.14
C14 -1.26 -3.15 0.60
C15 -1.57 -2.76 1.92
C16 -1.48 -1.38 1.91
C17 -1.74 -0.46 3.06
C18 -1.26 -4.53 -0.01
C19 -2.60 -4.74 -0.74
C20 -1.13 -5.60 1.08
C21 -0.12 -4.66 -1.01
N5 -0.84 1.51 0.97
N6 0.39 1.62 1.51
C22 0.34 2.61 2.38
C23 -0.95 3.17 2.41
C24 -1.67 2.44 1.49
C25 -3.11 2.61 1.12
C26 1.55 2.96 3.21
C27 1.68 1.96 4.36
C28 2.81 2.90 2.34
C29 1.41 4.37 3.79
C30 -3.38 2.71 -3.69
C31 -4.83 3.17 -3.83
C32 -2.47 3.92 -3.49
C33 -2.96 1.97 -4.97
H13 -5.04 -1.26 -0.55
H14 -3.44 -1.73 0.03
H15 -4.36 -0.48 0.88
H16 -5.23 0.70 -2.32
H17 -0.11 0.35 -0.80
H18 -1.79 -3.38 2.77
H19 -1.73 -1.04 3.99
H20 -1.00 0.33 3.15
H21 -2.72 0.01 2.98
H22 -3.44 -4.63 -0.05
H23 -2.71 -3.99 -1.53
H24 -2.64 -5.73 -1.20
H25 -1.97 -5.57 1.76
H26 -1.09 -6.59 0.62
H27 -0.21 -5.45 1.66
H28 -0.17 -3.88 -1.77
H29 0.85 -4.58 -0.51
H30 -0.16 -5.63 -1.52
H31 -1.31 4.01 2.99
H32 -3.55 3.37 1.76
H33 -3.23 2.90 0.08
H34 -3.68 1.68 1.26
H35 1.78 0.94 3.96
H36 2.56 2.18 4.98
H37 0.79 1.99 5.00
H38 2.92 1.91 1.91
H39 2.74 3.61 1.52
H40 3.69 3.14 2.94
H41 0.55 4.44 4.47
H42 2.30 4.64 4.36
H43 1.27 5.11 3.00
H44 -5.17 3.68 -2.92
H45 -4.93 3.86 -4.66
H46 -5.50 2.33 -4.01
H47 -2.81 4.52 -2.64
H48 -1.45 3.61 -3.30
H49 -2.48 4.55 -4.38
H50 -3.62 1.12 -5.16
H51 -2.99 2.64 -5.83
H52 -1.94 1.60 -4.88
Te1 1.77 -1.21 -6.32
Te2 1.23 1.15 -7.57
Te3 1.23 3.05 -5.59
Te4 3.07 4.88 -6.35

---

LUMO energy, record by record: -5.42; -13.55; 3.47 eV
Frontier orbital gap, record by record: 0.301; 0.339; 0.160 Ha
HOMO energy, record by record: -13.619; -22.765; -0.878 eV